The following is a quantum chemistry calculation of the molecule C4H10N2O2 at a distorted geometry, from the OMol25 dataset.

```
! RIJCOSX wB97M-V def2-TZVPD def2/J DEFGRID3
* xyz 0 1
H 0.7552 -2.3883 -0.6020
N -0.1533 -1.9185 -0.4527
C 0.0863 -0.6759 -0.1913
C 1.6645 -0.2207 -0.0892
O 2.4727 -1.2506 -0.6132
O 2.0514 -0.0052 1.2427
N -0.8708 0.2841 -0.0261
C -0.6313 1.6953 0.2045
C -2.3335 -0.1498 -0.0906
H 1.8152 0.6953 -0.6656
H 3.2862 -0.8203 -0.9257
H 1.6879 -0.7659 1.7294
H -0.0129 1.8828 1.0859
H -0.1454 2.1428 -0.6683
H -1.5663 2.2436 0.3648
H -2.4778 -1.1363 0.3589
H -2.9633 0.5472 0.4703
H -2.6647 -0.1596 -1.1318
*
```

Properties
- Energy: -418.370751 Ha
- LUMO energy: 0.69 eV
- SMILES: [H]/N=C(\C(O)O)N(C)C
- Highest occupied orbital energy: -8.519 eV
- Relative energy (zero: lowest compared OMol25 entry of this formula, charge and spin): 2.4548 eV
- Frontier orbital gap: 0.3382 Eh